C33H34Cl5F3I2MnN4SSe as an isolated structure, computed with the ωB97M-V functional and the def2-TZVPD basis.

The geometry in ORCA input format:
```
! wB97M-V def2-TZVPD RIJCOSX def2/J DEFGRID3
* xyz 0 6
I -4.046 -6.018 0.870
I -3.127 -2.421 -1.860
Se -2.121 0.654 0.307
Mn -0.993 -1.783 -0.532
Cl 2.732 -0.438 -0.395
Cl -1.646 -2.726 1.666
Cl -0.180 -3.090 4.451
Cl 4.196 -0.752 2.309
Cl 2.770 -2.027 4.754
S 0.606 -4.148 -0.895
F 2.909 2.231 -8.177
F 3.681 3.561 -6.663
F 4.774 1.767 -7.182
N -0.236 -6.440 0.135
N 0.437 1.914 0.671
N -0.866 -6.028 -2.026
N -0.424 1.207 2.552
C -1.306 0.596 3.544
C 1.362 2.200 1.665
C -5.087 -5.195 -0.667
C -4.261 1.730 3.392
C 0.557 -1.528 0.821
C 1.882 -1.135 0.939
C 0.582 3.715 -1.067
C 1.465 1.878 -5.673
C 3.366 0.465 -5.234
C -0.219 -5.620 -0.931
C 0.634 -2.334 3.142
C -3.003 2.499 3.778
C 1.321 0.159 -3.986
C 2.570 -1.286 2.149
C 0.589 -0.504 -2.954
C -1.502 -7.318 -2.183
C 0.642 2.228 -0.744
C 3.540 2.258 -6.987
C -1.953 1.627 4.460
C 0.817 1.749 2.862
C 2.627 2.767 1.612
C 0.740 1.210 -4.706
C 2.640 -0.204 -4.262
C -0.054 -1.027 -2.071
C 0.007 -2.128 1.928
C -0.795 4.369 -0.963
C 2.779 1.506 -5.936
C 1.944 -1.874 3.253
C -1.286 4.603 0.462
C 3.319 2.865 2.806
C 1.514 1.831 4.059
C 2.774 2.402 4.009
C -0.635 1.299 1.217
H -2.327 -7.442 -1.476
H 3.087 -1.018 -3.706
H -2.108 5.320 0.480
H -1.656 3.686 0.918
H 3.063 3.101 0.680
H -4.066 1.011 2.596
H -2.565 2.971 2.895
H 3.355 2.481 4.918
H -0.887 -7.204 0.202
H 0.945 3.806 -2.095
H 1.010 2.687 -6.230
H -5.877 -4.507 -0.421
H -1.171 2.251 4.901
H -0.699 -0.103 4.121
H 1.297 4.266 -0.446
H -0.748 5.329 -1.482
H 1.104 1.456 4.988
H -5.042 2.403 3.035
H -0.789 -8.136 -2.054
H -4.662 1.188 4.252
H 4.312 3.295 2.808
H 0.154 -6.068 0.983
H -4.922 -5.578 -1.659
H -0.488 5.000 1.097
H -2.048 0.020 2.991
H 1.615 1.812 -1.015
H -2.417 1.086 5.291
H -0.111 1.669 -1.295
H -3.268 3.317 4.453
H -1.522 3.760 -1.508
H -0.287 1.485 -4.500
H -0.785 -5.407 -2.814
H -1.920 -7.378 -3.184
H 4.386 0.177 -5.444
*
```

The total energy comes out at -8643.4963 a.u. The calculation puts the frontier orbital gap (alpha / beta) at 6.7 / 7.8 eV. The energy relative to the best compared isomer or geometry (same formula, charge and spin) comes out at 0.0 kcal/mol. The calculation puts the LUMO energy (alpha / beta) at -0.949 / -0.269 eV.

Löwdin atomic charge list, values in e, 4 entries:
1. I 0.754
2. I 0.232
3. Se 0.709
4. Mn -0.004

***

An isolated ion of composition C3H6ClN2 and charge +1 in a non-equilibrium geometry, computed with the ωB97M-V functional and the def2-TZVPD basis.

The geometry in ORCA input format:
```
! wB97M-V def2-TZVPD RIJCOSX def2/J DEFGRID3
* xyz 1 1
Cl 1.268 -2.068 -0.193
N -0.064 0.255 -0.166
N -1.943 0.674 -1.629
C 0.854 -0.432 0.373
C -1.281 -0.097 -0.868
C 1.637 0.013 1.531
H -1.669 -1.010 -0.624
H -2.909 0.606 -1.836
H 2.108 -0.675 2.260
H -1.481 1.472 -2.089
H 0.983 0.623 2.023
H 2.497 0.638 1.218
*
```

The total energy comes out at -687.3214 a.u. The calculation puts the frontier orbital gap at 10.0 eV. The energy relative to the best compared isomer or geometry (same formula, charge and spin) comes out at 24.4 kcal/mol. The calculation puts the LUMO energy at -5.395 eV. The structure (SMILES) is C/C(Cl)=N/C=[NH2+].

Löwdin atomic charge list, values in e, 4 entries:
1. Cl 0.715
2. N 0.111
3. N 0.238
4. C -0.680

***

A 2-piece molecular cluster, C2H3NO2 overall in a non-equilibrium geometry, computed with the ωB97M-V functional and the def2-TZVPD basis.

The geometry in ORCA input format:
```
! wB97M-V def2-TZVPD RIJCOSX def2/J DEFGRID3
* xyz 0 1
O -1.056 1.301 0.672
O -1.747 -0.693 -0.316
N -0.822 -0.860 0.831
C -1.196 0.577 -0.532
C -0.123 0.369 0.441
H -0.379 -1.762 0.696
H -1.079 1.101 -1.376
H 2.157 0.376 0.515
*
```

The total energy comes out at -282.9048 a.u. The calculation puts the frontier orbital gap (alpha / beta) at 8.7 / 9.0 eV. The energy relative to the best compared isomer or geometry (same formula, charge and spin) comes out at 221.6 kcal/mol. The calculation puts the LUMO energy (alpha / beta) at -1.344 / -0.733 eV.

Löwdin atomic charge list, values in e, 4 entries:
1. O 0.061
2. O -0.010
3. N 0.078
4. C -0.256

***

C21H40Cl3IrN4O4Si as an isolated structure in a non-equilibrium geometry, computed with the ωB97M-V functional and the def2-TZVPD basis.

The geometry in ORCA input format:
```
! wB97M-V def2-TZVPD RIJCOSX def2/J DEFGRID3
* xyz 0 5
Ir 0.239 0.460 -3.966
Cl -1.442 0.109 -5.492
Cl -0.753 2.537 -3.712
Cl 4.460 0.837 -4.220
Si 2.729 -0.266 -4.991
O 3.106 -2.502 -0.225
O -1.152 -0.506 -2.632
O 1.776 1.285 -5.226
O 0.941 0.844 -1.880
N 0.426 0.195 0.269
N 4.399 -0.562 -0.135
N -0.723 1.917 -0.742
N -2.666 -2.151 -3.191
C 5.359 -0.832 -1.186
C -2.343 -0.906 -2.836
C 5.318 3.801 -7.255
C 3.067 3.036 -6.435
C 1.625 1.393 -7.811
C 0.114 0.861 -9.649
C 1.135 0.157 -10.307
C 2.658 0.761 -8.515
C 4.115 -1.107 -6.053
C 0.227 0.978 -0.831
C 0.352 1.443 -8.397
C 1.799 -1.217 -3.566
C 1.815 2.141 -6.488
C -3.860 -2.296 -4.008
C -1.759 -3.283 -3.085
C 3.308 -1.340 0.127
C 4.770 0.390 0.897
C 1.483 -1.238 -6.247
C 3.172 3.899 -5.213
C 2.421 0.159 -9.764
C 3.990 3.130 -7.415
H -2.357 -4.190 -3.244
H -0.965 -3.253 -3.849
H 3.899 -2.183 -6.100
H -0.147 0.371 1.098
H 2.602 -0.751 0.764
H 2.021 -1.776 -7.033
H 5.148 -1.782 -1.687
H 5.135 -0.994 -5.655
H 5.819 0.672 0.781
H -3.184 -0.227 -2.730
H 1.323 -2.153 -3.889
H -4.188 -3.342 -4.013
H 2.723 -1.439 -2.975
H 4.133 -0.699 -7.069
H 0.710 -0.763 0.108
H -1.167 2.097 0.148
H 4.146 1.291 0.836
H 0.760 -0.582 -6.740
H 3.679 0.800 -8.139
H 2.330 3.690 -4.550
H 3.151 4.965 -5.494
H 4.105 3.724 -4.665
H 5.326 -0.020 -1.929
H 3.736 2.864 -8.449
H 0.878 -1.967 -5.695
H -1.307 -3.326 -2.085
H 1.231 -0.879 -2.665
H -0.449 1.959 -7.867
H 5.959 3.639 -8.134
H 6.368 -0.841 -0.750
H -3.673 -1.978 -5.051
H -0.861 0.966 -10.126
H 5.861 3.400 -6.382
H 5.210 4.890 -7.119
H 0.945 -0.312 -11.276
H -0.979 2.406 -1.593
H 0.957 2.826 -6.336
H -4.652 -1.658 -3.592
H 3.244 -0.330 -10.281
H 4.608 -0.072 1.881
*
```

The total energy comes out at -3118.4533 a.u. The calculation puts the frontier orbital gap (alpha / beta) at 7.3 / 5.9 eV. The energy relative to the best compared isomer or geometry (same formula, charge and spin) comes out at 108.2 kcal/mol. The calculation puts the LUMO energy (alpha / beta) at -0.082 / -1.601 eV.

Löwdin atomic charge list, values in e, 4 entries:
1. Ir 1.081
2. Cl 0.094
3. Cl 0.034
4. Cl 0.337

***

C29H38N6O3RhS3 as an isolated structure, computed with the ωB97M-V functional and the def2-TZVPD basis.

The geometry in ORCA input format:
```
! wB97M-V def2-TZVPD RIJCOSX def2/J DEFGRID3
* xyz 1 5
Rh 0.070 -0.020 -1.065
S 0.383 -1.857 0.565
S 1.125 -0.829 -3.113
S -0.194 1.785 -2.968
O 5.766 -5.725 1.275
O 0.800 0.870 -5.155
O 6.184 -5.141 -0.812
N 0.361 1.598 0.387
N -3.320 -0.999 1.047
N -2.698 -2.023 -0.932
N 2.532 1.127 1.031
N -1.965 0.139 -0.507
N 1.111 2.087 2.578
C -2.662 -0.941 -0.135
C -2.635 3.825 -0.114
C -4.668 2.650 -0.658
C -0.216 2.286 3.129
C 3.288 0.307 1.969
C -3.941 1.454 -0.687
C -1.884 2.609 -0.079
C 2.144 -3.714 1.443
C 4.181 -4.275 0.287
C 3.311 -4.442 1.367
C 1.299 1.617 1.317
C 3.869 -3.356 -0.715
C -2.402 -1.907 -2.357
C 2.163 2.796 3.295
C -0.667 5.146 0.319
C -2.594 1.398 -0.392
C -0.487 2.719 0.246
C -4.619 -1.644 1.181
C 5.435 -5.111 0.304
C -4.024 3.816 -0.381
C 1.458 -0.086 -6.004
C 0.084 3.965 0.381
C -2.733 -3.384 -0.413
C 2.974 1.087 -0.355
C 0.598 0.636 -3.885
C -2.008 5.075 0.102
C -2.958 -0.097 2.122
C 2.708 -2.613 -0.644
C 1.828 -2.783 0.438
H 4.531 -3.184 -1.556
H -4.921 -2.084 0.235
H 4.059 0.985 -0.364
H -5.358 -0.891 1.464
H 2.527 0.122 -6.006
H 5.765 -4.676 -1.543
H 3.355 -0.719 1.598
H -4.553 4.760 -0.383
H -3.531 0.834 2.086
H -4.601 -2.421 1.947
H -2.936 -2.703 -2.877
H -1.833 -3.912 -0.738
H -0.180 2.080 4.199
H -5.725 2.641 -0.889
H -0.919 1.607 2.661
H 1.823 3.812 3.510
H -0.174 6.102 0.443
H -2.615 5.970 0.060
H -1.897 0.128 2.044
H -4.448 0.544 -0.988
H 1.466 -3.842 2.276
H -2.743 -0.945 -2.732
H 2.694 2.007 -0.865
H 3.579 -5.155 2.134
H 1.045 0.070 -6.996
H 3.064 2.854 2.690
H -3.144 -0.595 3.073
H -1.336 -2.013 -2.560
H 2.464 -1.900 -1.419
H 1.272 -1.102 -5.667
H 2.399 2.303 4.240
H 1.154 4.030 0.543
H -2.754 -3.375 0.672
H -3.604 -3.923 -0.789
H 2.795 0.289 2.936
H 4.299 0.697 2.094
H 2.551 0.250 -0.919
H -0.569 3.309 2.976
*
```

The total energy comes out at -2987.0200 a.u. The calculation puts the frontier orbital gap (alpha / beta) at 7.2 / 4.4 eV. The calculation puts the LUMO energy (alpha / beta) at -2.349 / -5.492 eV.

Löwdin atomic charge list, values in e, 4 entries:
1. Rh 0.609
2. S 0.828
3. S 0.605
4. S 0.701

***

A 2-piece molecular cluster, C5H8 overall in a non-equilibrium geometry, computed with the ωB97M-V functional and the def2-TZVPD basis.

The geometry in ORCA input format:
```
! wB97M-V def2-TZVPD RIJCOSX def2/J DEFGRID3
* xyz 0 1
C 0.835 0.414 1.010
C 0.550 -0.898 0.296
C -1.691 -0.701 -1.092
C -0.400 -0.162 -0.567
C -0.118 1.157 0.100
H -0.999 1.598 0.579
H 0.555 0.418 2.069
H -1.524 -1.705 -1.554
H 1.399 -1.350 -0.225
H 0.353 1.939 -0.512
H 0.075 -1.669 0.909
H 1.875 0.750 0.940
H -0.909 0.211 -1.953
*
```

The total energy comes out at -195.1142 a.u. The calculation puts the frontier orbital gap at 9.1 eV. The energy relative to the best compared isomer or geometry (same formula, charge and spin) comes out at 111.6 kcal/mol. The calculation puts the LUMO energy at 0.645 eV.

Löwdin atomic charge list, values in e, 4 entries:
1. C -0.186
2. C -0.156
3. C 0.027
4. C -0.405

***

A 14-piece molecular cluster, C53H111O45P3 overall in a non-equilibrium geometry, computed with the ωB97M-V functional and the def2-TZVPD basis.

The geometry in ORCA input format:
```
! wB97M-V def2-TZVPD RIJCOSX def2/J DEFGRID3
* xyz 0 1
P 2.348 6.997 -2.017
P -1.168 5.270 3.993
P 4.993 -1.706 1.595
O -3.616 1.620 7.076
O -3.409 -3.119 2.790
O 3.737 6.180 -1.941
O -2.531 -7.334 -0.816
O 1.767 -5.908 5.030
O 4.484 -1.086 0.177
O -1.918 6.019 5.212
O -5.099 -2.105 -1.375
O 5.558 -0.380 2.319
O -2.309 4.341 3.305
O -2.412 0.723 -4.615
O 1.267 6.078 -1.189
O -3.470 -9.212 -1.136
O 2.976 -6.327 -5.385
O -1.411 -0.341 -0.882
O 1.991 7.395 -3.417
O 3.114 -1.266 -3.768
O -5.459 -0.150 -0.316
O -2.973 1.887 -2.857
O 2.087 -7.029 -3.324
O 1.800 0.523 -4.363
O 0.971 -7.476 -5.244
O 2.611 -6.327 2.959
O -3.998 -3.694 -5.512
O -1.660 -2.345 3.726
O -4.060 3.799 6.790
O 1.441 -1.430 -5.248
O 2.981 3.886 2.085
O -1.018 6.494 2.947
O 4.782 4.156 3.515
O 2.597 8.236 -1.048
O -4.641 2.206 5.176
O -4.723 -4.735 -3.681
O 0.497 0.531 0.182
O -0.924 2.190 -4.022
O -5.087 -0.194 -2.573
O 0.542 -1.113 -1.294
O -2.477 -4.488 -4.009
O -1.169 -9.089 -1.199
O 0.106 4.551 4.372
O 3.786 -5.443 4.694
O -1.405 -3.443 1.726
O 5.973 -2.785 1.402
O 3.641 -2.108 2.335
O 3.420 2.308 3.683
C -3.642 -4.379 -4.397
C -2.078 -2.994 2.668
C -1.877 3.265 2.557
C 2.987 -3.337 2.029
C -2.299 -8.595 -1.124
C 0.346 7.938 1.667
C 3.535 -0.013 0.046
C -3.016 -3.243 -6.314
C -3.990 0.267 3.856
C 0.478 5.126 -1.928
C -4.556 -5.352 -2.441
C 5.102 -5.610 4.117
C -4.920 -0.853 -3.854
C -2.921 2.980 -1.979
C -0.085 -0.257 -0.569
C -1.566 0.236 -5.694
C -3.022 2.778 1.736
C 3.141 5.162 1.539
C 3.196 -6.663 -2.541
C 5.254 4.731 -2.786
C 0.898 3.684 -1.528
C -3.045 6.794 5.008
C -4.627 0.760 5.119
C 2.723 -5.922 4.074
C -5.199 -0.892 -1.453
C -4.045 2.653 6.357
C -5.645 1.297 -0.297
C -3.708 7.399 6.271
C 2.133 -3.093 0.827
C 7.018 1.385 2.809
C -0.157 -3.378 -1.611
C 2.148 -6.930 -4.676
C 0.019 7.437 3.092
C 4.513 5.943 -3.089
C -0.281 -2.000 3.855
C 0.418 -6.028 4.726
C -1.379 -6.465 -0.535
C -3.646 0.463 6.296
C -1.996 1.654 -3.797
C 4.262 1.309 -0.312
C 2.206 -0.761 -4.392
C 2.039 1.874 3.509
C -0.326 -1.919 -2.001
C 6.796 0.167 1.879
C 2.511 1.507 -3.685
C 0.958 10.160 -0.906
C 3.803 3.524 3.142
C 1.651 -2.738 -5.731
C -0.063 -8.034 -4.471
C -1.730 -1.381 -1.740
C 2.263 9.571 -1.523
C -3.563 -10.555 -1.502
C -4.127 -3.757 1.756
H 5.879 4.708 -3.678
H 2.462 5.151 0.686
H 0.037 -7.049 4.694
H -5.364 -5.155 -1.737
H -2.237 -0.943 -2.600
H -0.400 8.256 3.678
H 0.123 9.541 -1.233
H -4.067 -4.844 1.704
H 0.464 2.959 -2.218
H -3.965 -0.822 3.826
H -0.680 -4.020 -2.321
H -1.026 -7.979 -4.978
H -3.974 2.779 2.266
H 3.566 1.337 -3.900
H -5.649 0.385 5.155
H -5.296 1.827 -1.183
H -3.781 6.263 4.405
H -5.055 1.616 0.563
H -2.647 0.198 5.949
H -3.826 3.041 -1.375
H -0.118 -7.614 -3.467
H -3.921 -1.289 -3.836
H -0.536 5.291 -1.562
H 2.783 -2.733 0.029
H 0.331 7.060 1.022
H -5.178 -3.501 1.891
H 7.619 -0.547 1.866
H 2.961 -6.669 -1.476
H 0.520 5.285 -3.006
H 2.890 -0.248 -0.800
H 5.073 1.146 -1.021
H -5.626 -1.668 -4.013
H 5.456 -4.887 3.382
H -1.061 3.492 1.872
H -2.978 7.728 7.012
H 0.979 10.259 0.180
H 4.590 3.875 -2.670
H 2.448 1.389 -2.604
H 2.202 2.528 -3.910
H -0.610 -3.510 -0.629
H -2.069 -0.389 -6.432
H 0.874 -3.064 -6.423
H 0.384 3.485 -0.588
H 1.300 8.458 1.570
H 7.827 1.932 2.323
H 1.894 0.961 4.087
H 0.673 11.147 -1.269
H 4.716 1.721 0.589
H 0.270 -2.924 4.032
H 2.565 -2.738 -6.324
H 0.119 -1.410 3.031
H -2.775 3.902 -2.541
H -1.639 -5.581 -1.116
H 3.040 10.227 -1.131
H -1.519 2.484 3.228
H 5.786 -5.471 4.954
H 0.892 7.061 3.626
H -4.428 8.203 6.120
H -2.163 -2.807 -5.794
H -6.720 1.472 -0.341
H -4.514 -6.433 -2.574
H -3.620 -5.139 -1.926
H -0.454 8.524 1.215
H 0.065 -9.113 -4.379
H 1.355 2.723 3.540
H -3.151 3.298 0.786
H -0.672 -0.344 -5.464
H 2.949 0.209 0.939
H -3.351 -2.442 -6.972
H -2.931 1.734 1.436
H 4.143 5.368 1.164
H -4.113 -0.374 6.815
H 3.759 5.655 -3.822
H 5.005 6.887 -3.325
H -2.658 -11.040 -1.136
H 3.083 6.014 2.217
H 6.632 0.628 0.905
H 6.173 2.074 2.830
H 1.389 -2.301 0.905
H 3.613 -4.204 1.818
H -3.557 -10.631 -2.589
H 0.212 -5.714 3.703
H -3.848 -3.376 0.774
H -1.451 -6.113 0.494
H 1.985 3.601 -1.532
H 3.654 2.088 -0.772
H -0.177 -5.446 5.429
H 5.272 -6.592 3.675
H 2.411 -3.578 2.923
H 1.598 -3.961 0.440
H -0.178 -1.768 -3.070
H 1.811 1.531 2.500
H 4.035 -7.345 -2.680
H -4.563 0.422 2.941
H -0.201 -1.521 4.831
H -2.804 7.636 4.359
H -2.935 0.525 3.773
H -2.677 -4.048 -6.966
H -0.391 -6.780 -0.872
H -4.410 -11.060 -1.039
H 5.873 4.897 -1.904
H -1.298 1.169 -6.190
H -4.295 6.584 6.693
H -2.417 -2.098 -1.292
H -4.991 -0.162 -4.694
H 0.904 -3.627 -1.635
H 3.524 -5.647 -2.762
H 2.441 9.764 -2.581
H 1.630 -3.424 -4.884
H -2.057 2.900 -1.318
H 7.365 1.066 3.792
*
```

The total energy comes out at -6496.1441 a.u. The calculation puts the frontier orbital gap at 10.4 eV. The energy relative to the best compared isomer or geometry (same formula, charge and spin) comes out at 0.0 kcal/mol. The calculation puts the LUMO energy at 0.271 eV.

Löwdin atomic charge list, values in e, 4 entries:
1. P 0.485
2. P 0.534
3. P 0.455
4. O 0.088